i.
Computed, not measured: an isolated molecule of C7H12O3, with ωB97M-V/def2-TZVPD.

Atoms and positions in Å:
C 0.345 1.575 0.777
C 0.921 2.437 1.608
C -0.182 -0.826 0.902
C -1.126 -1.418 -0.175
C 0.923 0.212 0.481
C -2.050 -0.445 -0.988
C 1.314 -0.060 -1.008
O -2.204 0.761 -0.894
O -2.716 -1.168 -1.908
O 2.026 -1.303 -0.901
H 0.386 3.481 1.775
H 1.758 2.241 2.275
H -0.571 -0.129 1.742
H 0.392 -1.774 1.178
H -0.577 -1.978 -0.835
H -1.784 -2.225 0.299
H 1.761 -0.091 1.138
H 1.882 0.839 -1.408
H 0.505 -0.111 -1.628
H -0.674 1.671 0.432
H -3.160 -0.549 -2.542
H 2.833 -1.138 -0.320

Multiplicity: 1
SMILES: C=C[C@H](CO)CCC(=O)O
E_LUMO in eV: 0.72
Gap between HOMO and LUMO in eV: 10.20

Mulliken population analysis, charges in e, atoms 1 to 8:
1 C -0.558
2 C -0.759
3 C -0.744
4 C -0.879
5 C 0.495
6 C 0.528
7 C -0.694
8 O -0.604



ii.
Computed, not measured: a structure of composition C7H12O3, with ωB97M-V/def2-TZVPD.

Atoms and positions in Å:
O 0.330 -0.074 -2.003
C 0.892 -0.012 -0.899
C 0.032 -0.179 0.295
C 0.562 0.532 1.516
C 0.511 -0.153 2.850
C 1.833 0.047 2.157
C -1.388 0.266 -0.168
C -1.585 -0.361 -1.523
O -2.469 -0.530 0.039
H 1.873 0.486 -0.818
H -0.023 -1.270 0.476
H 0.400 1.613 1.513
H 0.291 0.459 3.726
H 0.094 -1.161 2.881
H 2.316 -0.825 1.710
H 2.520 0.795 2.553
H -1.496 1.368 -0.177
H -2.160 0.189 -2.271
H -1.466 -1.435 -1.710
O -2.903 1.567 -4.931
H -2.184 1.227 -5.471
H -2.613 1.430 -4.016

Multiplicity: 1
E_LUMO in eV: 0.07
Gap between HOMO and LUMO in eV: 8.83

Mulliken population analysis, charges in e, atoms 1 to 8:
1 O -0.511
2 C -0.040
3 C 0.049
4 C -0.348
5 C -0.654
6 C -0.599
7 C 0.296
8 C -0.398



Stability summary: most stable i, least stable ii.



i.
Computed, not measured: a cluster of 2 separate species, C3H10S2 in total, with ωB97M-V/def2-TZVPD.

Atoms and positions in Å:
C 1.060 -4.834 -1.272
S 0.783 -2.915 -1.472
H 1.996 -5.059 -0.772
H 0.336 -5.405 -0.790
H 1.320 -5.219 -2.275
H 1.498 -2.964 -2.549
C -2.332 2.172 0.826
C -1.097 3.111 0.497
S 0.361 3.000 1.589
H -2.302 1.543 1.832
H -2.308 1.332 0.189
H -3.350 2.582 0.844
H -0.843 3.043 -0.578
H -1.322 4.252 0.619
H 0.888 1.841 1.319

Multiplicity: 1
SMILES: CCS.CS
E_LUMO in eV: 0.71
Gap between HOMO and LUMO in eV: 9.72

Mulliken population analysis, charges in e, atoms 1 to 8:
1 C -0.813
2 S -0.167
3 H 0.314
4 H 0.299
5 H 0.258
6 H 0.110
7 C -0.869
8 C -0.433



ii.
Computed, not measured: a cluster of 2 separate species, C3H10S2 in total, with ωB97M-V/def2-TZVPD.

Atoms and positions in Å:
C 2.469 -0.700 -1.052
S 3.191 0.595 0.075
H 2.837 -1.578 -0.516
H 1.433 -0.528 -0.782
H 2.976 -0.610 -2.000
H 3.211 1.648 -0.808
C -2.575 0.717 0.975
C -1.223 0.092 0.633
S -1.610 -1.331 -0.436
H -3.157 0.090 1.652
H -3.116 0.952 0.046
H -2.566 1.744 1.350
H -0.791 0.815 -0.072
H -0.718 -0.208 1.543
H -0.361 -1.698 -0.606

Multiplicity: 1
SMILES: CCS.CS
E_LUMO in eV: 0.81
Gap between HOMO and LUMO in eV: 9.87

Mulliken population analysis, charges in e, atoms 1 to 8:
1 C -0.177
2 S -0.225
3 H 0.223
4 H -0.269
5 H 0.336
6 H 0.114
7 C -1.328
8 C -0.253



Stability summary: most stable ii, least stable i.



i.
Computed, not measured: a cluster of 2 separate species, C2H3N2OP in total, with ωB97M-V/def2-TZVPD.

Atoms and positions in Å:
C 1.472 1.019 -0.060
C -0.162 -0.266 -0.302
N 1.885 -0.055 0.361
N 0.849 -0.916 0.192
O 0.165 1.033 -0.508
P -1.804 -0.774 -0.665
H 1.990 1.928 0.012
H -2.598 0.245 1.151
H -1.796 -2.213 -0.181

Multiplicity: 1
E_LUMO (spin up / spin down) in eV: -1.36 / -1.37
Gap between HOMO and LUMO (spin up / spin down) in eV: 8.18 / 8.18

Mulliken population analysis, charges in e, atoms 1 to 8:
1 C 0.015
2 C 0.480
3 N -0.293
4 N -0.309
5 O -0.267
6 P -0.181
7 H 0.430
8 H 0.009



ii.
Computed, not measured: an isolated molecule of C2H3N2OP, with ωB97M-V/def2-TZVPD.

Atoms and positions in Å:
C -2.143 0.059 -0.374
C -0.278 -0.215 0.646
N -2.408 -0.517 0.755
N -1.174 -0.754 1.383
O -0.831 0.267 -0.539
P 1.548 -0.440 0.544
H -2.827 0.460 -0.967
H 1.572 0.874 0.165
H 1.414 -0.790 -0.793

Multiplicity: 1
SMILES: Pc1nnco1
E_LUMO in eV: 0.74
Gap between HOMO and LUMO in eV: 11.34

Mulliken population analysis, charges in e, atoms 1 to 8:
1 C -0.026
2 C 0.411
3 N -0.350
4 N -0.310
5 O -0.270
6 P -0.068
7 H 0.496
8 H 0.053



iii.
Computed, not measured: a structure of composition C2H3N2OP, with ωB97M-V/def2-TZVPD.

Atoms and positions in Å:
C 0.344 -1.314 -0.724
C 0.239 -1.449 0.627
N 0.039 0.572 -1.045
N -0.342 0.950 0.099
O -0.763 2.299 0.337
P -0.341 0.011 1.589
H 0.844 -1.502 -1.657
H 0.399 -2.495 1.109
H -0.418 2.928 -0.335

Multiplicity: 1
E_LUMO in eV: 0.52
Gap between HOMO and LUMO in eV: 8.46

Mulliken population analysis, charges in e, atoms 1 to 8:
1 C -0.269
2 C -0.198
3 N -0.604
4 N 0.632
5 O -0.489
6 P -0.079
7 H 0.359
8 H 0.279



Stability summary: most stable ii, least stable iii.



i.
Computed, not measured: an isolated molecule of C2H3N2OP, with ωB97M-V/def2-TZVPD.

Atoms and positions in Å:
C -0.793 -0.005 -0.101
C -0.106 0.335 -1.282
N -0.034 0.021 0.982
N 1.229 0.386 0.630
O 2.215 0.587 1.614
P 1.560 0.752 -1.055
H -1.792 -0.304 -0.221
H -0.580 0.137 -2.340
H 1.974 0.278 2.600

Multiplicity: 1
SMILES: On1nccp1
E_LUMO in eV: 0.48
Gap between HOMO and LUMO in eV: 9.61

Mulliken population analysis, charges in e, atoms 1 to 8:
1 C -0.165
2 C -0.261
3 N -0.635
4 N 0.600
5 O -0.515
6 P -0.070
7 H 0.408
8 H 0.252



ii.
Computed, not measured: an isolated molecule of C2H3N2OP, with ωB97M-V/def2-TZVPD.

Atoms and positions in Å:
C 1.516 0.860 -0.180
C -0.445 -0.201 -0.249
N 1.957 -0.295 0.085
N 1.341 -1.308 0.187
O 0.184 0.897 -0.415
P -2.088 -0.518 -0.329
H 2.140 1.749 -0.037
H -2.759 0.288 0.415
H -1.844 -1.472 0.524

Multiplicity: 1
E_LUMO (spin up / spin down) in eV: 0.05 / 0.05
Gap between HOMO and LUMO (spin up / spin down) in eV: 8.09 / 8.09

Mulliken population analysis, charges in e, atoms 1 to 8:
1 C -0.070
2 C 0.208
3 N 0.136
4 N -0.401
5 O -0.189
6 P -0.102
7 H 0.361
8 H 0.008



Stability summary: most stable i, least stable ii.



i.
Computed, not measured: the ion C3H4NO3 with charge -1, with ωB97M-V/def2-TZVPD.

Atoms and positions in Å:
C -3.140 0.186 0.316
C -1.016 -0.850 0.107
C 1.111 -0.032 -0.514
N -2.192 -0.622 0.617
O -3.482 0.745 -0.720
O -0.430 -1.925 0.049
O -0.178 0.341 0.044
H -3.825 0.332 1.107
H 1.383 -0.678 0.282
H 1.749 0.796 -0.429
H 1.034 -0.747 -1.366

Total charge: -1
Multiplicity: 1
SMILES: CO/C([O-])=N\C=O
E_LUMO in eV: 4.06
Gap between HOMO and LUMO in eV: 8.54

Mulliken population analysis, charges in e, atoms 1 to 8:
1 C 0.049
2 C 0.643
3 C -0.704
4 N -0.535
5 O -0.659
6 O -0.660
7 O -0.354
8 H 0.381



ii.
Computed, not measured: the ion C3H4NO3 with charge -1, with ωB97M-V/def2-TZVPD.

Atoms and positions in Å:
C 0.259 0.984 -0.396
C 1.579 1.058 -0.325
C -0.376 -0.391 -0.429
N 1.850 -1.012 -0.568
O 2.060 -1.502 0.816
O 0.569 -1.316 -1.034
O 2.670 1.527 -0.012
H -0.262 1.801 -0.661
H -0.781 -0.612 0.571
H -1.178 -0.573 -1.177
H 2.590 -0.730 1.112

Total charge: -1
Multiplicity: 1
SMILES: O=C=CCO[N-]O
E_LUMO in eV: 4.30
Gap between HOMO and LUMO in eV: 6.92

Mulliken population analysis, charges in e, atoms 1 to 8:
1 C -0.985
2 C 0.666
3 C -0.149
4 N -0.372
5 O -0.451
6 O -0.280
7 O -0.665
8 H 0.459



Stability summary: most stable i, least stable ii.



i.
Computed, not measured: an isolated molecule of C4H9NO, with ωB97M-V/def2-TZVPD.

Atoms and positions in Å:
C -1.633 -0.693 -0.289
C -0.460 1.402 -0.079
O -0.436 1.756 1.079
C -0.246 -0.052 -0.438
C 2.079 0.229 -0.026
N 0.807 -0.486 0.501
H -2.038 -0.542 0.719
H -2.328 -0.207 -0.988
H -1.610 -1.758 -0.529
H -0.844 2.050 -0.884
H 0.557 -0.064 1.402
H 0.170 -0.175 -1.440
H 2.631 0.531 0.871
H 2.650 -0.568 -0.524
H 0.822 -1.504 0.633

Multiplicity: 1
E_LUMO in eV: 0.66
Gap between HOMO and LUMO in eV: 7.45

Mulliken population analysis, charges in e, atoms 1 to 8:
1 C -1.369
2 C 0.063
3 O -0.477
4 C 0.072
5 C -0.936
6 N -0.153
7 H 0.345
8 H 0.385



ii.
Computed, not measured: a structure of composition C4H9NO, with ωB97M-V/def2-TZVPD.

Atoms and positions in Å:
C 1.830 -0.066 0.226
C 0.697 -0.499 -0.686
C -0.200 0.471 -1.169
N -1.748 0.599 0.037
C -1.644 -0.198 1.065
O -1.103 -1.352 0.958
H 2.306 -0.929 0.702
H 2.614 0.502 -0.293
H 1.449 0.572 1.036
H -0.254 -1.155 0.154
H 0.866 -1.360 -1.335
H -0.802 0.248 -2.045
H 0.006 1.531 -1.026
H -2.047 1.536 0.301
H -1.969 0.099 2.074

Multiplicity: 1
E_LUMO in eV: 0.94
Gap between HOMO and LUMO in eV: 9.01

Mulliken population analysis, charges in e, atoms 1 to 8:
1 C -1.125
2 C -0.250
3 C -0.390
4 N -0.453
5 C 0.044
6 O -0.561
7 H 0.323
8 H 0.315



iii.
Computed, not measured: an isolated molecule of C4H9NO, with ωB97M-V/def2-TZVPD.

Atoms and positions in Å:
C -0.770 -0.141 -0.989
C -1.472 -0.785 1.429
O -0.714 0.280 1.783
C 0.298 0.605 1.066
N 0.488 -0.088 -0.102
C 1.698 0.315 -0.821
H -1.622 0.487 -0.689
H -0.380 0.252 -1.922
H -1.189 -1.145 -1.171
H -2.329 -0.890 2.068
H -0.903 -1.638 1.071
H 0.825 1.513 1.354
H 1.730 1.398 -1.026
H 1.722 -0.217 -1.773
H 2.617 0.055 -0.278

Multiplicity: 1
E_LUMO (spin up / spin down) in eV: 0.90 / 0.92
Gap between HOMO and LUMO (spin up / spin down) in eV: 7.70 / 7.07

Mulliken population analysis, charges in e, atoms 1 to 8:
1 C -0.987
2 C -0.694
3 O -0.263
4 C -0.019
5 N -0.046
6 C -1.056
7 H 0.341
8 H 0.431



Stability summary: most stable ii, least stable iii.



i.
Computed, not measured: a structure of composition C4H9NO, with ωB97M-V/def2-TZVPD.

Atoms and positions in Å:
C 1.422 -0.782 -2.274
C 0.371 -0.431 -1.258
O 1.025 0.141 -0.106
C 0.253 0.446 0.925
N -0.987 0.270 0.933
C -1.695 0.512 2.099
H 1.992 0.102 -2.581
H 2.128 -1.520 -1.875
H 0.959 -1.211 -3.171
H -0.348 0.307 -1.634
H -0.200 -1.304 -0.923
H 0.550 0.973 2.213
H -2.756 0.714 2.146
H -1.108 1.755 2.546
H -1.479 -0.024 3.034

Multiplicity: 1
E_LUMO in eV: 1.10
Gap between HOMO and LUMO in eV: 10.38

Mulliken population analysis, charges in e, atoms 1 to 8:
1 C -1.170
2 C -0.161
3 O -0.300
4 C 0.132
5 N -0.313
6 C -0.742
7 H 0.302
8 H 0.297



ii.
Computed, not measured: an isolated molecule of C4H9NO, with ωB97M-V/def2-TZVPD.

Atoms and positions in Å:
O -2.425 -0.097 -0.427
C -1.540 -0.418 0.842
C -0.333 0.516 0.747
N 0.283 0.293 -0.549
C 1.655 0.709 -0.726
C 1.310 -0.728 -0.579
H -1.699 0.025 -1.069
H -1.797 -1.307 0.200
H -2.110 -0.153 1.750
H -0.701 1.560 0.758
H 0.387 0.438 1.589
H 1.898 1.116 -1.704
H 2.145 1.200 0.115
H 1.553 -1.217 0.366
H 1.298 -1.381 -1.447

Multiplicity: 1
SMILES: OCCN1CC1
E_LUMO in eV: 1.11
Gap between HOMO and LUMO in eV: 10.42

Mulliken population analysis, charges in e, atoms 1 to 8:
1 O -0.577
2 C -0.571
3 C -0.548
4 N -0.295
5 C -0.330
6 C -0.531
7 H 0.441
8 H 0.431



Stability summary: most stable i, least stable ii.



i.
Computed, not measured: a cluster of 2 separate species, C4H9NO in total, with ωB97M-V/def2-TZVPD.

Atoms and positions in Å:
C 2.204 -2.734 -2.085
C 3.664 -3.117 -1.807
C 4.470 -2.580 -0.922
H 2.012 -2.301 -3.087
H 1.995 -1.831 -1.460
H 1.487 -3.574 -1.805
H 4.104 -3.719 -2.493
H 5.487 -2.857 -1.062
H 4.314 -1.629 -0.541
C -4.918 4.004 3.183
N -5.246 4.327 1.907
O -4.358 4.583 4.095
H -5.144 2.924 3.384
H -4.528 4.833 1.396
H -5.543 3.673 1.297

Multiplicity: 1
SMILES: C=CC.NC=O
E_LUMO in eV: 0.89
Gap between HOMO and LUMO in eV: 10.73

Mulliken population analysis, charges in e, atoms 1 to 8:
1 C -0.883
2 C -0.100
3 C -0.728
4 H 0.275
5 H 0.243
6 H 0.226
7 H 0.391
8 H 0.263



ii.
Computed, not measured: an isolated molecule of C4H9NO, with ωB97M-V/def2-TZVPD.

Atoms and positions in Å:
C 1.340 0.294 1.123
N 0.025 0.632 0.924
C -0.951 -0.334 0.406
C -1.551 0.089 -0.916
C -0.551 0.046 -2.060
O 1.830 -0.799 0.966
H 1.933 1.149 1.489
H -0.032 1.549 0.495
H -1.713 -0.472 1.177
H -0.430 -1.294 0.352
H -2.072 1.045 -0.867
H -2.340 -0.648 -1.109
H -1.045 0.139 -3.025
H 0.206 0.818 -1.936
H -0.027 -0.910 -2.074

Multiplicity: 1
SMILES: CCCNC=O
E_LUMO in eV: 0.96
Gap between HOMO and LUMO in eV: 10.82

Mulliken population analysis, charges in e, atoms 1 to 8:
1 C 0.052
2 N -0.230
3 C -0.602
4 C -0.452
5 C -1.029
6 O -0.526
7 H 0.353
8 H 0.284



Stability summary: most stable ii, least stable i.